a | # C19H22N4O3S2

The molecule C19H22N4O3S2 (ωB97M-V/def2-TZVPD, the Open Molecules 2025 dataset).

The geometry in XYZ format:
```
50
Properties=species:S:1:pos:R:3:nbo_charge:R:1
H -4.59284 1.55727 5.05495 0.2376
H 3.29905 -1.06124 -1.85786 0.1538
H -3.66495 0.23390 -2.05294 0.2483
H 5.02142 1.68009 -0.20357 0.2052
C -3.74087 1.32422 3.11403 -0.1641
C -0.18776 -2.06036 -0.79108 0.0337
C -1.38090 -2.25230 1.71815 -0.2178
H -3.22331 -2.46745 0.64980 0.2138
C -3.70255 1.53907 4.44569 -0.2488
S -0.94716 1.13440 0.12231 0.5212
H -0.22557 -2.23093 -2.92868 0.2436
C -0.00904 -2.10680 1.61146 -0.2107
O -1.58390 -0.45409 -3.67377 -0.9404
H -4.52335 0.65599 0.37340 0.2245
C -3.04113 0.51840 -1.22617 -0.2273
H 3.38587 1.11244 0.13094 0.1985
C 3.02525 -0.05943 -2.23868 -0.2137
H 5.73276 -0.13732 -2.48643 0.1606
H -1.84509 -2.31582 2.69127 0.2150
C -1.69333 0.67606 -1.35272 -0.5287
O -0.38071 1.67551 -3.36886 -0.9241
H 4.97633 0.93524 -3.68890 0.2030
C -3.49222 0.74564 0.08463 -0.2407
H -4.67611 1.16258 2.60174 0.2242
C 1.61900 0.32344 -1.76152 -0.2605
H -0.43158 1.88180 4.65858 0.4114
C 4.29210 0.90552 -0.43372 -0.4161
C -2.47548 1.07307 0.94586 -0.1997
N 0.60120 -0.42953 -2.45607 -0.6717
S -0.77045 0.39760 -2.86032 2.3510
H 0.60095 -2.06284 2.50130 0.2151
N -1.35397 1.72756 4.26091 -0.3662
H 1.65926 -1.93203 0.28873 0.2077
H 5.89648 1.62760 -2.34924 0.2015
C -2.43786 1.76147 5.12826 0.5764
H 1.45049 1.37058 -2.01598 0.2536
C 0.58510 -2.02052 0.36370 -0.2371
N 4.00328 0.93990 -1.85203 -0.4322
C 0.42803 -1.84011 -2.14741 -0.2713
C 5.21755 0.82534 -2.63328 -0.4073
O -2.27103 1.95902 6.31314 -0.6023
H -2.16338 -2.28620 -1.56990 0.2258
N -1.37175 1.51770 2.96061 -0.1719
C -2.15472 -2.33165 0.57223 -0.1994
C -1.56217 -2.23319 -0.67431 -0.2367
C -2.51661 1.31606 2.36685 0.0855
H 4.70059 -0.06585 -0.10853 0.1598
H 1.40463 -2.32356 -2.22158 0.2146
H 2.99661 -0.10678 -3.32916 0.2114
H 1.52383 0.20054 -0.67586 0.1919
```

Computed properties:
Net charge: 0
SMILES: CN(C)CCN(Cc1ccccc1)S(=O)(=O)c1ccc(-c2ccc(=O)[nH]n2)s1
Kohn-Sham gap (Ha): 0.2978

=====

b | # C19H22N4O3S2

A structure of composition C19H22N4O3S2 (ωB97M-V/def2-TZVPD, the Open Molecules 2025 dataset).

The geometry in XYZ format:
```
50
Properties=species:S:1:pos:R:3:nbo_charge:R:1
C -0.62043 3.73071 0.76848 -0.6347
H -3.46701 -2.20504 1.18950 0.2156
H -2.57339 1.92264 2.99552 0.1985
N 0.49994 -1.59619 -1.44597 -0.6607
C 0.76555 -1.18679 2.82085 -0.4195
C -0.62543 -3.93584 0.62303 -0.2451
H -3.34069 4.31300 2.81626 0.1979
O -0.53328 0.66740 0.56889 -0.6682
C -0.69898 -0.23293 -2.86282 0.0971
C -0.27379 2.10162 -3.04824 -0.2062
C 0.14284 0.91335 1.55189 0.6977
N 1.98997 -0.49147 0.79831 -0.8660
N -1.28827 -1.40872 -3.09067 -0.6101
S 2.37816 0.70421 -0.29483 2.3036
H -1.79831 1.08172 -4.16320 0.2302
H 1.51393 -1.24810 0.31501 0.4451
H -0.88314 3.08963 -0.06861 0.2254
H 1.29617 -3.43600 1.41468 0.2078
H -4.47153 3.17147 2.08918 0.2138
N -0.05783 1.95969 2.37152 -0.6174
H 2.02207 0.55751 2.54928 0.2191
C -1.00238 1.01187 -3.43924 -0.1848
O 2.43114 1.94580 0.43045 -0.9578
C 1.28835 -0.01308 1.96994 -0.1348
C 0.75156 1.99560 -2.08553 -0.1882
O 3.55610 0.28848 -0.99438 -0.9173
H -2.53747 1.81904 1.23211 0.2277
H 0.67248 2.16618 3.03345 0.4005
H -3.41546 4.13367 1.06135 0.2046
H -2.64995 -4.18794 -0.03046 0.2159
C 0.35868 -0.34728 -1.89171 0.0842
H -1.13696 4.68133 0.67271 0.2106
C -3.47582 3.59989 2.00533 -0.6058
H 1.29974 2.87025 -1.77267 0.2404
H -0.26268 -4.80786 0.09883 0.2157
C -1.96470 -3.58960 0.55195 -0.2182
C -2.42312 -2.47742 1.23783 -0.2069
H 0.45327 3.90369 0.74128 0.2263
C -0.19896 -2.04275 2.05080 -0.0458
C 1.06433 0.79889 -1.51074 -0.2074
C -2.42671 2.49795 2.07759 -0.4086
H -0.89243 3.75968 2.90636 0.1956
C -0.99452 3.04525 2.08141 -0.0339
H 1.62498 -1.78229 3.13291 0.2287
C 0.25189 -3.16363 1.36365 -0.1601
H -0.48693 3.07142 -3.47168 0.2233
S -0.59340 -2.52099 -2.17468 1.0148
H 0.28082 -0.77207 3.70740 0.2262
H -1.91230 -0.85010 2.52392 0.2121
C -1.54708 -1.71296 1.98671 -0.1806
```

Computed properties:
Net charge: 0
Kohn-Sham gap (Ha): 0.3047

=====

Which of them is the least stable? Correct choice: a.

=====

a | # C6H12O2

A cluster of 2 separate species, C6H12O2 in total (ωB97M-V/def2-TZVPD, the Open Molecules 2025 dataset).

The geometry in XYZ format:
```
20
Properties=species:S:1:pos:R:3:nbo_charge:R:1
H -0.82974 1.69539 1.61491 0.2018
O -0.66337 -1.87525 -0.50291 -0.5038
H -0.54692 -1.20619 2.55007 0.1945
H -0.05840 -0.97095 -0.26870 0.4923
C -0.45708 1.14279 -1.40099 -0.3604
H -1.27886 1.51892 -0.81650 0.2084
H 1.51057 1.24658 0.95526 0.2346
H -2.50543 -1.86974 -0.09044 0.4578
C -0.41685 0.69509 1.65846 -0.1918
C -0.97209 -0.21911 2.44376 -0.3743
H -1.82623 0.00571 3.06290 0.1996
C 0.78097 0.44483 0.81971 -0.4820
O -1.96893 -1.37538 -0.72623 -0.4645
C 1.74321 -0.03434 -1.62392 -0.6470
H 1.29213 -0.47933 1.09906 0.2170
H 1.59963 0.10305 -2.69199 0.2240
H 1.90697 -1.09131 -1.41768 0.2221
C 0.56149 0.48700 -0.86903 -0.0479
H -0.51964 1.28736 -2.46788 0.2025
H 2.64856 0.49489 -1.32788 0.2172
```

Computed properties:
Net charge: 0
SMILES: C=CCC(=C)C.OO
Kohn-Sham gap (Ha): 0.3868

=====

b | # C6H12O2

A cluster of 2 separate species, C6H12O2 in total (ωB97M-V/def2-TZVPD, the Open Molecules 2025 dataset).

The geometry in XYZ format:
```
20
Properties=species:S:1:pos:R:3:nbo_charge:R:1
H -2.91120 -0.40607 -0.82905 0.2153
O -1.28276 1.53520 0.55083 -0.7613
C 2.46853 1.00506 0.97059 -0.7894
C -2.02583 -0.00865 -1.26833 -0.6280
H 2.22060 0.06306 1.37168 0.1805
C 2.67932 1.15302 -0.48153 0.2800
O 2.41559 0.10187 -1.10747 -0.6191
C -0.88702 -0.84563 0.74287 -0.1839
H -1.12659 -3.01507 0.92192 0.2135
H -1.63204 -0.86488 -1.89516 0.2140
H -1.80515 2.28638 0.19410 0.4919
C -0.92241 0.38145 -0.24405 0.0658
H -2.37028 0.86038 -1.83583 0.2096
H 1.95286 1.74388 1.40938 0.2503
C -0.86165 -2.10260 0.34872 -0.4239
H 3.46662 1.17699 1.36663 0.2524
H -0.75295 -0.59471 1.79237 0.2169
H 0.03987 0.54392 -0.73844 0.1819
H -0.86619 -2.36031 -0.72714 0.1827
H 2.20069 -0.65329 -0.54211 0.4509
```

Computed properties:
Net charge: 0
Kohn-Sham gap (Ha): 0.3351

=====

Which of them is the least stable? Correct choice: a.

=====

a | # CH3N2PS

A cluster of 2 separate species, CH3N2PS in total (ωB97M-V/def2-TZVPD, the Open Molecules 2025 dataset).

The geometry in XYZ format:
```
8
Properties=species:S:1:pos:R:3:nbo_charge:R:1
N 3.94546 -1.49695 0.10970 -0.4734
N -0.19438 -0.45413 -0.12376 -1.1700
P 0.73768 0.57797 0.95490 0.6873
C 3.50565 -0.48262 -0.05848 0.1346
H -0.74892 -1.19484 0.31157 0.4006
H -0.14494 1.81148 1.27052 -0.0011
S 1.97734 1.52689 -0.41336 0.0074
H 0.48293 -0.84481 -0.87315 0.4145
```

Computed properties:
Net charge: 0
Kohn-Sham gap (spin up / spin down) (Ha): 0.2314 / 0.2316

=====

b | # CH3N2PS

A structure of composition CH3N2PS (ωB97M-V/def2-TZVPD, the Open Molecules 2025 dataset).

The geometry in XYZ format:
```
8
Properties=species:S:1:pos:R:3:nbo_charge:R:1
H -1.10559 0.78203 0.62560 0.3355
N -0.75981 0.01698 0.03364 -0.8185
H 1.12413 -1.38268 -0.47407 0.1409
P 3.13245 0.17009 -0.89027 0.3778
H -0.85266 -0.75226 0.68227 0.3101
S 1.43562 -0.34371 0.26323 0.0707
N 3.67158 2.56134 0.60972 -0.2791
C 3.40754 1.58744 0.11220 -0.1375
```

Computed properties:
Net charge: 0
Kohn-Sham gap (spin up / spin down) (Ha): 0.2693 / 0.2625

=====

Which of them is the least stable? Correct choice: a.

=====

a | # C2H3ClO2

A cluster of 2 separate species, C2H3ClO2 in total (ωB97M-V/def2-TZVPD, the Open Molecules 2025 dataset).

The geometry in XYZ format:
```
8
Properties=species:S:1:pos:R:3:nbo_charge:R:1
H 1.14289 -1.44727 0.48119 0.1327
O -0.51701 -0.79489 -0.46234 -0.4043
H 0.84707 1.45216 -0.54056 0.2025
C 0.62693 -0.61433 -0.02438 0.1710
C 1.33903 0.57165 -0.15988 -0.2372
O -2.36904 -0.15443 0.78922 -0.4810
H 2.37584 0.63731 0.11758 0.1960
Cl -3.44570 0.34980 -0.20084 0.4203
```

Computed properties:
Net charge: 0
Kohn-Sham gap (spin up / spin down) (Ha): 0.1776 / 0.1755

=====

b | # C2H3ClO2

A cluster of 2 separate species, C2H3ClO2 in total (ωB97M-V/def2-TZVPD, the Open Molecules 2025 dataset).

The geometry in XYZ format:
```
8
Properties=species:S:1:pos:R:3:nbo_charge:R:1
H -1.03360 1.03510 0.56935 0.2897
H -1.42469 0.31687 -0.99395 0.2842
O 1.49444 0.95509 -0.05830 -0.7492
O 0.74900 -1.55205 -0.03491 -0.3981
Cl 2.98239 0.27605 0.01501 0.1974
C -1.10939 0.09762 0.02533 -0.7704
C 0.17131 -0.55415 -0.02079 0.8834
H -1.82946 -0.57453 0.49826 0.2630
```

Computed properties:
Net charge: 0
Kohn-Sham gap (Ha): 0.3385

=====

c | # C2H3ClO2

A cluster of 2 separate species, C2H3ClO2 in total (ωB97M-V/def2-TZVPD, the Open Molecules 2025 dataset).

The geometry in XYZ format:
```
8
Properties=species:S:1:pos:R:3:nbo_charge:R:1
O 1.36681 0.66346 -2.29613 -0.7821
C 1.16087 -0.00616 -0.92455 0.0690
Cl 1.35108 -1.79533 -0.29131 -0.1598
H 1.16808 1.59797 -2.40086 0.4987
H 0.29133 -0.22146 -0.65322 0.1660
O 2.48347 0.16716 2.90301 -0.4963
H 2.00319 0.32918 -0.38068 0.2068
C 2.24385 0.15891 1.78222 0.4978
```

Computed properties:
Net charge: 0
Kohn-Sham gap (Ha): 0.4103

=====

Which of them is the least stable? Correct choice: a.